A structure of composition C20H29OReSi at a distorted geometry. Source: the OMol25 dataset; level of theory: the ωB97M-V functional and the def2-TZVPD basis.

Last column: Mulliken charge in e.
Positions of all 52 atoms, in Å:
Re 0.2896 0.0717 -0.2928  2.2483
C 0.6767 -1.8590 1.1623  -0.4991
C -0.7649 -1.9271 1.1908  -0.0680
C -1.2211 -2.1286 -0.1314  -0.8490
H -1.3674 -1.8280 2.0912  0.3792
C -0.0809 -2.3096 -0.9819  -0.3616
C 1.1023 -2.1110 -0.1861  -1.3028
H 2.1253 -2.2857 -0.5038  0.5628
H 1.3132 -1.6981 2.0293  0.4662
H -2.2564 -2.2113 -0.4423  0.3699
H -0.0861 -2.6348 -2.0153  0.4088
C 1.4743 1.7250 0.3709  -0.4388
C 2.3187 0.6018 0.0174  -0.4319
C 2.1585 0.3597 -1.3919  -1.0356
H 2.9963 0.0807 0.6762  0.4768
C 1.2487 1.3324 -1.9104  0.0270
C 0.7955 2.1517 -0.8193  -0.8479
H 0.1071 2.9814 -0.9010  0.3428
H 1.4358 2.2314 1.3241  0.6346
H 2.6759 -0.3689 -1.9990  0.4665
H 1.0192 1.4621 -2.9597  0.5077
O -1.0620 0.0623 -1.8056  -0.7292
C -0.7854 0.2792 -4.7990  0.7149
C -1.9969 0.4686 -4.0136  -0.8349
C -0.2907 -1.0775 -5.0724  -1.2120
C -0.1571 1.4246 -5.4895  -1.3841
C -1.8027 0.9881 -2.5566  -0.6206
H -2.5611 -0.4726 -3.9715  0.3467
H -2.6158 1.2240 -4.5250  0.3898
H -1.3179 1.9834 -2.5867  0.1587
H -2.7878 1.0915 -2.0764  0.3152
H -0.7843 -1.5261 -5.9563  0.3182
H -0.4822 -1.7416 -4.2153  0.1580
H 0.7914 -1.0676 -5.2805  0.3192
H -0.5864 1.6016 -6.4941  0.3672
H 0.9200 1.2440 -5.6408  0.3411
H -0.2804 2.3603 -4.9233  0.3483
C -1.5647 0.9071 5.4164  -1.0312
Si -0.0150 0.0949 4.7467  0.0081
C 1.5535 0.9024 5.4026  -1.0348
C -0.0014 -1.7132 5.3215  -1.0122
C -0.0608 0.4913 2.9291  0.5408
C -0.0612 0.6498 1.6768  -1.2646
H -1.5977 0.9211 6.5123  0.3018
H -2.4600 0.3912 5.0476  0.2931
H -1.5979 1.9397 5.0492  0.2835
H 1.5964 0.9175 6.4990  0.2998
H 2.4520 0.3888 5.0361  0.2892
H 1.5952 1.9378 5.0430  0.2954
H -0.8835 -2.2753 4.9896  0.3313
H 0.8838 -2.2699 4.9882  0.3240
H 0.0004 -1.7610 6.4213  0.3237

Summary:
- HOMO (alpha / beta): -1.712 / -2.264 eV
- Charge: -1
- Energy above the lowest of the compared OMol25 structures with the same formula, charge and spin: 15.0 kcal per mole
- Multiplicity: 4
- <S²>: 3.77

=====

The molecule C3H4ClFN2 at a distorted geometry. Source: the OMol25 dataset; level of theory: the ωB97M-V functional and the def2-TZVPD basis.

Last column: Mulliken charge in e.
Positions of all 11 atoms, in Å:
N -0.3638 1.3207 1.0508  -0.3123
N -1.1338 0.2309 1.1033  -0.4100
C -1.0017 -0.7325 0.2986  0.0294
C -0.0179 -0.6339 -0.8216  -0.5878
C 1.2468 -0.4886 -0.5058  0.5363
F 1.8850 -0.1645 0.6342  -0.1781
Cl 2.2981 -0.4743 -1.8772  -0.1827
H 0.0378 1.4875 0.1677  0.1846
H -0.9162 1.9871 1.4432  0.2734
H -1.6734 -1.6517 0.3357  0.3283
H -0.3608 -0.8808 -1.8290  0.3190

Summary:
- HOMO: -9.081 eV
- SMILES string: N/N=C\C=C(/F)Cl
- Charge: 0
- Energy above the lowest of the compared OMol25 structures with the same formula, charge and spin: 41.8 kcal per mole
- Multiplicity: 1